1.
This record from the OMol25 dataset describes C18H21CdCl2F5N5S as an isolated structure in a non-equilibrium geometry. The level of theory is wB97M-V/def2-TZVPD.

```
53
C18H21CdCl2F5N5S (wB97M-V/def2-TZVPD)
Cd 0.693 -0.047 -0.860
Cl 4.726 0.477 2.223
C 4.571 -0.743 0.977
C 5.690 -1.517 0.718
C 5.649 -2.491 -0.256
C 4.495 -2.674 -1.008
C 3.440 -1.835 -0.726
Cl 2.038 -2.147 -1.830
C 3.358 -0.860 0.291
N 2.210 -0.151 0.632
H 6.582 -1.345 1.306
H 6.509 -3.123 -0.443
H 4.349 -3.511 -1.787
S 0.580 2.546 -1.273
C 1.019 3.145 0.301
N 1.847 2.448 1.106
C 2.089 2.945 2.312
C 1.574 4.147 2.742
C 0.763 4.812 1.827
N 0.466 4.339 0.639
H 2.403 0.856 0.894
H 2.722 2.331 2.945
H 1.780 4.547 3.723
H 0.325 5.774 2.078
C -3.764 -0.901 1.908
C -3.707 -1.789 0.668
N -3.686 -1.066 -0.599
C -4.960 -0.766 -1.241
C -5.585 0.558 -0.809
C -2.520 -0.540 -1.054
C -2.519 0.124 -2.402
N -1.412 -0.597 -0.400
H -3.722 -1.517 2.807
H -4.686 -0.320 1.937
H -2.924 -0.208 1.942
H -4.571 -2.455 0.641
H -2.827 -2.434 0.709
H -5.638 -1.588 -1.005
H -4.829 -0.782 -2.321
H -5.931 0.518 0.224
H -6.441 0.795 -1.442
H -4.867 1.375 -0.888
H -3.215 0.961 -2.437
H -2.799 -0.587 -3.181
H -1.524 0.507 -2.609
H -1.452 -1.035 0.513
F 2.896 0.465 -3.475
C 2.136 -0.260 -4.229
F 0.903 0.061 -3.836
C 1.630 -0.987 1.958
F 0.255 -0.709 1.834
F 3.892 -4.646 -2.677
F 1.987 -0.102 2.935
```

**Gap between HOMO and LUMO**: 6.7 eV
**Total charge**: -1
**E_HOMO**: -4.67 eV
**ΔE to the lowest compared entry with this formula, charge and spin**: 68.10 kcal per mole
**Lowest unoccupied orbital energy**: 2.053 eV

These are the Löwdin partial charges, in e, on atoms 1 to 2:
1. Cd 1.183
2. Cl 0.696

2.
This record from the OMol25 dataset describes C18H21CdClNO6P as an isolated structure in a non-equilibrium geometry. The level of theory is wB97M-V/def2-TZVPD.

```
49
C18H21CdClNO6P (wB97M-V/def2-TZVPD)
C -3.247 -2.060 -4.318
C -2.687 -1.971 -2.816
O -3.263 -2.946 -1.905
C -2.852 -0.530 -2.112
C -1.543 0.370 -2.198
C -1.648 1.668 -3.116
C -0.414 2.584 -3.239
C 0.898 2.208 -2.462
P 2.345 3.450 -2.677
O 3.030 3.765 -1.125
Cl 3.737 2.531 -3.947
C 0.992 0.933 -1.557
C -0.257 -0.015 -1.417
C -0.073 -1.261 -0.447
O -0.635 -2.373 -0.550
C 0.982 -1.089 0.761
C 0.631 -1.943 2.091
C -0.417 -1.016 2.940
C -0.033 -0.915 4.508
C -0.271 0.619 4.946
O 0.526 1.204 5.716
O -1.418 1.375 4.482
C 2.125 -0.242 0.638
C 3.089 -0.104 1.904
N 4.223 0.848 1.724
C 2.337 0.537 -0.753
O 3.476 0.822 -1.205
H -2.331 -1.968 -5.015
H -3.624 -3.142 -4.459
H -4.030 -1.276 -4.584
H -1.551 -2.188 -2.869
H -2.608 -3.673 -1.759
H -3.705 0.014 -2.676
H -3.207 -0.580 -1.017
H -2.647 1.894 -3.646
H -0.470 3.527 -3.884
H 2.270 3.961 -0.517
H 0.146 -2.953 1.814
H 1.567 -2.205 2.695
H -1.464 -1.429 2.748
H -0.352 0.051 2.501
H 1.060 -1.219 4.617
H -0.732 -1.624 5.085
H -1.272 2.327 4.743
H 3.549 -1.150 2.105
H 2.454 0.163 2.835
H 4.850 0.418 1.011
H 4.751 0.800 2.619
Cd -2.287 3.806 3.787
```

**Gap between HOMO and LUMO**: 1.9 eV
**Total charge**: +2
**E_HOMO**: -13.88 eV
**Lowest unoccupied orbital energy**: -11.982 eV

These are the Löwdin partial charges, in e, on atoms 1 to 2:
1. C -0.032
2. C -0.378

3.
This record from the OMol25 dataset describes C18H21F6N6O5OsS2 as an isolated structure. The level of theory is wB97M-V/def2-TZVPD.

```
59
C18H21F6N6O5OsS2 (wB97M-V/def2-TZVPD)
Os 0.502 -0.160 -0.120
F -3.999 0.338 -3.553
C -2.770 0.535 -3.087
F -2.126 -0.629 -3.062
F -2.120 1.362 -3.914
S -2.822 1.315 -1.413
O -1.431 1.254 -0.992
O -3.379 2.607 -1.649
N -3.799 0.424 -0.585
S -3.321 -0.829 0.235
O -2.686 -0.502 1.484
O -2.706 -1.866 -0.557
C -4.977 -1.496 0.679
F -5.662 -0.644 1.428
F -5.685 -1.795 -0.404
F -4.780 -2.621 1.384
N -1.598 -3.733 3.289
C -0.718 -2.698 3.161
C -0.562 -2.057 1.918
N 0.265 -1.035 1.782
C 0.998 -0.664 2.849
C 0.857 -1.335 4.041
N 0.001 -2.340 4.215
H -2.357 -3.787 2.631
H -1.809 -4.008 4.234
H -1.140 -2.355 1.058
H 1.682 0.158 2.724
H 1.451 -1.045 4.899
C 1.024 -2.844 -1.215
C 2.312 -2.213 -0.771
C 3.614 -2.629 -0.850
C 4.406 -1.598 -0.264
C 3.562 -0.597 0.149
C 3.891 0.705 0.802
N 2.275 -0.977 -0.166
H 1.061 -3.140 -2.264
H 0.152 -2.165 -1.141
H 0.773 -3.724 -0.620
H 3.963 -3.557 -1.275
H 5.480 -1.591 -0.152
H 4.928 0.970 0.594
H 3.778 0.666 1.889
H 3.250 1.508 0.437
O 0.753 0.351 -2.074
N 1.618 1.328 -2.386
C 2.905 1.007 -2.584
C 3.800 1.993 -2.940
C 3.353 3.296 -3.098
C 2.012 3.585 -2.896
C 1.147 2.575 -2.534
H 3.153 -0.034 -2.431
H 4.836 1.726 -3.090
H 4.043 4.079 -3.379
H 1.624 4.586 -3.015
H 0.088 2.679 -2.346
C 0.680 1.697 0.748
H -0.318 1.937 1.138
H 0.929 2.478 0.024
H 1.387 1.780 1.576
```

**Gap between HOMO and LUMO (spin up / spin down)**: 7.2 / 7.0 eV
**E_HOMO (spin up / spin down)**: -7.89 / -7.86 eV
**ΔE to the lowest compared entry with this formula, charge and spin**: 5.90 kcal per mole
**⟨S²⟩**: 0.755
**2S+1**: 2
**Lowest unoccupied orbital energy (spin up / spin down)**: -0.674 / -0.901 eV

These are the Löwdin partial charges, in e, on atoms 1 to 2:
1. Os 1.321
2. F 0.149

4.
This record from the OMol25 dataset describes an isolated ion of composition C18H21N2O5 and charge -1. The level of theory is wB97M-V/def2-TZVPD.

```
46
C18H21N2O5 (wB97M-V/def2-TZVPD)
C 3.685 0.466 -1.174
C 2.892 -0.386 -0.190
C 2.582 -1.787 -0.716
C 1.695 -1.769 -1.961
C 1.027 -3.114 -2.253
C 0.004 -3.553 -1.194
C -1.020 -2.443 -0.983
O -1.962 -2.335 -1.748
C -0.777 -1.521 0.127
C -0.246 -1.964 1.363
O 0.106 -3.095 1.697
N -0.142 -0.971 2.357
C -0.493 0.343 2.271
O -0.383 1.111 3.212
N -0.984 0.710 1.050
C -1.263 2.098 0.850
C -0.187 2.913 0.525
C -0.336 4.270 0.327
C -1.595 4.833 0.455
C -2.673 4.036 0.769
C -2.538 2.658 0.970
O -3.708 2.044 1.288
C -3.800 0.639 1.383
C -1.115 -0.153 -0.084
O -1.459 0.373 -1.132
H 4.605 -0.041 -1.463
H 3.948 1.422 -0.724
H 3.100 0.660 -2.068
H 3.457 -0.476 0.743
H 1.950 0.115 0.043
H 2.076 -2.338 0.077
H 3.517 -2.311 -0.939
H 0.916 -1.015 -1.842
H 2.296 -1.489 -2.831
H 1.793 -3.891 -2.350
H 0.507 -3.031 -3.211
H -0.519 -4.437 -1.567
H 0.488 -3.801 -0.254
H 0.220 -1.284 3.249
H 0.787 2.452 0.434
H 0.518 4.881 0.078
H -1.737 5.894 0.307
H -3.663 4.454 0.871
H -3.214 0.250 2.220
H -4.857 0.437 1.563
H -3.495 0.149 0.456
```

**Gap between HOMO and LUMO**: 8.0 eV
**Total charge**: -1
**E_HOMO**: -4.92 eV
**ΔE to the lowest compared entry with this formula, charge and spin**: 1.31 kcal per mole
**SMILES**: CCCCCCC(=O)c1c([O-])[nH]c(=O)n(-c2ccccc2OC)c1=O
**Lowest unoccupied orbital energy**: 3.129 eV

These are the Löwdin partial charges, in e, on atoms 1 to 2:
1. C -0.117
2. C -0.261

5.
This record from the OMol25 dataset describes C18H21N3O3 in the gas phase in a non-equilibrium geometry. The level of theory is wB97M-V/def2-TZVPD.

```
45
C18H21N3O3 (wB97M-V/def2-TZVPD)
O -1.106 -1.219 -1.670
C -1.581 -1.815 -0.725
C -3.054 -2.182 -0.639
C -3.768 -1.592 0.586
C -3.358 -0.151 0.891
C -3.686 0.833 -0.231
C -2.910 2.141 -0.046
N -1.518 1.993 -0.402
C -0.530 1.840 0.510
O -0.734 1.867 1.711
C 0.845 1.724 -0.061
C 1.117 1.234 -1.336
C 2.418 1.214 -1.806
C 3.457 1.673 -1.013
C 3.198 2.125 0.270
C 1.900 2.147 0.742
N -0.869 -2.226 0.363
N 0.430 -2.007 0.690
C 1.317 -1.752 -0.191
C 2.665 -1.498 0.226
C 3.211 -1.279 1.469
C 4.587 -1.064 1.261
C 4.783 -1.170 -0.085
O 3.633 -1.429 -0.717
H -3.139 -3.271 -0.623
H -3.523 -1.828 -1.558
H -3.561 -2.204 1.468
H -4.846 -1.636 0.410
H -2.286 -0.113 1.088
H -3.861 0.174 1.804
H -3.409 0.410 -1.198
H -4.757 1.042 -0.246
H -3.344 2.930 -0.668
H -2.939 2.452 1.001
H -1.309 1.859 -1.377
H 0.330 0.828 -1.955
H 2.624 0.833 -2.795
H 4.469 1.665 -1.391
H 4.009 2.462 0.899
H 1.675 2.498 1.738
H -1.386 -2.581 1.157
H 1.135 -1.714 -1.262
H 2.675 -1.267 2.394
H 5.331 -0.860 2.004
H 5.667 -1.089 -0.688
```

**Gap between HOMO and LUMO**: 8.7 eV
**E_HOMO**: -8.07 eV
**ΔE to the lowest compared entry with this formula, charge and spin**: 49.04 kcal per mole
**SMILES**: O=C(CCCCCNC(=O)c1ccccc1)N/N=C/c1ccco1
**Lowest unoccupied orbital energy**: 0.607 eV

These are the Löwdin partial charges, in e, on atoms 1 to 2:
1. O 0.057
2. C -0.479

6.
This record from the OMol25 dataset describes C18H21N3O4S in the gas phase in a non-equilibrium geometry. The level of theory is wB97M-V/def2-TZVPD.

```
47
C18H21N3O4S (wB97M-V/def2-TZVPD)
C -5.432 -3.837 -1.837
C -4.812 -2.553 -2.368
O -4.022 -1.898 -1.381
C -4.659 -1.230 -0.422
N -5.975 -1.097 -0.471
C -6.583 -0.375 0.456
C -5.915 0.269 1.480
C -4.535 0.125 1.547
C -3.878 -0.636 0.595
C -2.410 -0.899 0.669
O -1.934 -2.009 0.634
N -1.687 0.261 0.803
C -0.310 0.423 0.932
C 0.569 -0.656 1.019
C 1.926 -0.423 1.157
C 2.404 0.872 1.205
S 4.154 1.200 1.353
O 4.360 2.244 2.314
O 4.849 -0.043 1.546
N 4.438 1.867 -0.177
C 4.604 0.842 -1.190
C 6.104 0.491 -1.205
C 6.788 1.682 -0.509
C 5.645 2.672 -0.239
C 1.543 1.951 1.120
C 0.188 1.728 0.986
H -5.938 -4.360 -2.644
H -6.152 -3.606 -1.057
H -4.657 -4.480 -1.426
H -5.592 -1.870 -2.720
H -4.110 -2.766 -3.177
H -7.659 -0.321 0.360
H -6.451 0.848 2.214
H -3.977 0.579 2.355
H -2.214 1.124 0.775
H 0.184 -1.661 0.979
H 2.626 -1.239 1.239
H 3.971 -0.009 -0.945
H 4.285 1.261 -2.148
H 6.462 0.349 -2.223
H 6.273 -0.424 -0.641
H 7.226 1.364 0.435
H 7.567 2.130 -1.124
H 5.750 3.214 0.698
H 5.532 3.384 -1.062
H 1.952 2.947 1.170
H -0.494 2.564 0.923
```

**Gap between HOMO and LUMO**: 9.2 eV
**E_HOMO**: -8.90 eV
**ΔE to the lowest compared entry with this formula, charge and spin**: 41.87 kcal per mole
**SMILES**: CCOc1ncccc1C(=O)Nc1ccc(S(=O)(=O)N2CCCC2)cc1
**Lowest unoccupied orbital energy**: 0.309 eV

These are the Löwdin partial charges, in e, on atoms 1 to 2:
1. C -0.065
2. C -0.225